16
Properties=species:S:1:pos:R:3:forces:R:3:lowdin_charge:R:1 method="wB97M-V/def2-TZVPD" homo_ha=-0.32284 gap_ev=9.2 multiplicity=1 total_charge=0 max_force_ev_per_a=8.4
C -2.086 0.196 0.100 -6.092 -5.568 1.386 -0.247
H -2.931 -0.135 0.886 1.654 -0.217 -1.662 0.170
C 2.192 -0.819 0.497 5.686 -4.022 0.275 -0.067
H 2.543 1.110 -0.787 -3.371 1.268 -0.305 0.186
O 1.487 1.229 -0.678 5.401 -1.860 0.009 0.051
C -0.195 -0.533 -0.693 -1.174 -0.060 0.492 -0.184
H -0.485 0.340 -1.239 1.582 1.067 -1.022 0.131
H 0.044 -0.522 1.851 -0.992 0.706 -4.218 0.244
H 2.488 -1.638 -0.352 -0.130 2.140 1.905 0.158
O -1.515 -1.056 -0.662 -1.450 -1.118 1.094 -0.080
H 3.195 -0.277 0.924 -2.469 -1.396 -0.886 0.154
H 1.703 -1.488 1.242 0.623 0.705 -0.221 0.093
O -1.235 0.927 0.740 4.400 1.281 1.035 0.007
C 1.252 0.035 -0.036 -5.688 3.175 -0.820 -0.465
H -2.613 0.560 -0.674 -1.534 2.430 -2.702 0.086
C -0.137 -0.004 0.623 3.554 1.470 5.639 -0.237